<i>
# C6H8N2O2

A cluster of 2 separate species, C6H8N2O2 in total (the ωB97M-V functional and the def2-TZVPD basis, the Open Molecules 2025 dataset).

The highest occupied orbital energy comes out at -8.44 eV. The HOMO-LUMO gap is 8.91 eV.

```
! RIJCOSX wB97M-V def2-TZVPD def2/J DEFGRID3
* xyz 0 1
N 0.9386 -2.6528 0.0665
C 1.3071 1.9361 0.2902
H 1.7638 2.9433 0.6323
H 1.7489 1.6319 -0.6507
H 0.3479 -1.8274 2.0000
H -2.2932 1.1528 -0.5424
C 0.4130 -1.7881 0.8759
C -1.0572 0.1856 0.7341
H -1.1443 0.1236 1.7897
H 1.5614 1.2527 1.0398
O -2.3449 0.3924 0.2126
N -0.3365 -0.9052 0.2110
H -0.8774 -0.5814 -1.7538
C 0.6141 -2.3005 -1.2579
O -0.8744 2.6429 -0.4936
C -0.2106 -1.2014 -1.1670
C -0.1059 2.0015 0.1043
H 0.5496 -3.0057 -2.0911
*
```

***

<ii>
# C6H8N2O2

The molecule C6H8N2O2 (the ωB97M-V functional and the def2-TZVPD basis, the Open Molecules 2025 dataset).

The highest occupied orbital energy comes out at -8.89 eV. As for the SMILES: Oc1onc2c1CCNC2. The HOMO-LUMO gap is 9.41 eV.

```
! RIJCOSX wB97M-V def2-TZVPD def2/J DEFGRID3
* xyz 0 1
C 1.4796 -0.9964 0.5164
H -1.8935 2.4211 -0.4625
O 0.7960 2.5081 1.2543
H -2.0388 0.2326 -0.8729
C 1.0497 0.4357 0.6573
C -0.7439 -1.4386 -0.5123
H 0.9046 -2.7161 -0.4344
N 1.6422 1.3792 1.3432
H 1.3446 -1.4604 1.4806
H 2.5574 -1.0074 0.3191
H -1.1998 -2.0461 -1.3125
C -0.9875 0.0136 -0.8128
C -0.1964 0.8864 0.1058
O -1.3129 2.9345 0.1389
N 0.7122 -1.7380 -0.5165
H -1.2257 -1.8031 0.4163
H -0.6188 0.2394 -1.7938
C -0.2690 2.1557 0.4858
*
```

***

<iii>
# C6H8N2O2

The molecule C6H8N2O2 (the ωB97M-V functional and the def2-TZVPD basis, the Open Molecules 2025 dataset).

The highest occupied orbital energy comes out at -8.28 eV. As for the SMILES: N[C@H]1\C=C/C=C\C=[N+](\[O-])O1. The HOMO-LUMO gap is 8.18 eV.

```
! RIJCOSX wB97M-V def2-TZVPD def2/J DEFGRID3
* xyz 0 1
H -0.8687 1.2241 1.2134
N -0.2206 1.3521 -1.0853
H 1.6026 -1.9223 1.4937
C -1.1494 0.2495 0.8957
H -2.6329 -1.1663 0.8090
C 1.6502 -0.9289 -0.3559
H -3.2273 0.5664 0.8484
O -0.9318 0.2865 -0.6163
H 1.3375 2.0441 -1.9418
H 2.4402 -1.6940 -0.5232
O -0.7493 2.4682 -1.0753
H -0.5747 -1.4562 2.1295
N -2.4667 -0.1404 1.1734
C 1.7562 -0.0451 -1.3506
C -0.2523 -0.8674 1.3360
C 0.9436 1.1751 -1.5719
H 2.3743 0.0346 -2.2331
C 0.9691 -1.1801 0.8544
*
```

***

<iv>
# C6H8N2O2

A cluster of 2 separate species, C6H8N2O2 in total (the ωB97M-V functional and the def2-TZVPD basis, the Open Molecules 2025 dataset).

The highest occupied orbital energy comes out at -9.42 eV. As for the SMILES: O=c1cc[nH]c(=O)[nH]1.C=C. The HOMO-LUMO gap is 9.52 eV.

```
! RIJCOSX wB97M-V def2-TZVPD def2/J DEFGRID3
* xyz 0 1
O 1.3054 3.3905 0.6942
N 1.9539 1.3486 -0.0153
H -2.2466 -0.7263 1.0146
C -2.0528 -1.4685 0.1878
C -0.3686 1.7799 0.3267
N 0.6245 -0.2847 -0.6207
C 1.9531 0.0720 -0.2913
H -1.2216 2.5456 0.4433
O 2.8809 -0.7125 -0.4882
H 2.8234 1.7521 0.2351
C -0.4579 0.5277 -0.3214
H -0.4778 -2.6204 1.0246
C -1.0887 -2.4068 0.1733
H -0.9031 -2.8895 -0.7351
C 0.9359 2.3155 0.3424
H -2.6345 -1.2316 -0.6882
H 0.3855 -1.3385 -0.7048
H -1.4111 -0.0531 -0.5771
*
```

***

Which structure is the most stable? The one labeled <iv>.

***

<i>
# C6H8N2O2

The molecule C6H8N2O2 (the ωB97M-V functional and the def2-TZVPD basis, the Open Molecules 2025 dataset).

The highest occupied orbital energy (alpha / beta) comes out at -8.24 / -8.40 eV. As for the SMILES: C/C(=C/C=C\N=O)C(N)=O. The HOMO-LUMO gap (alpha / beta) is 7.33 / 7.50 eV.

```
! RIJCOSX wB97M-V def2-TZVPD def2/J DEFGRID3
* xyz 0 1
O -0.5198 0.8936 -1.8112
C 0.4473 -1.5195 -0.4517
H -0.2471 2.8768 -0.5537
C 2.0225 0.3069 0.5596
H 1.3546 -2.0305 -0.6179
H 2.0906 1.3166 0.4731
H -2.8479 -1.1797 -0.3548
C 0.7245 -0.1783 0.0074
C -1.8764 -1.0291 -0.0502
N 0.0092 2.1036 0.0408
H 2.0101 0.0011 1.5796
N -1.5636 -0.2037 0.8816
C -0.1010 0.9668 -0.6670
H 2.8811 -0.3551 0.2200
C -0.8717 -1.9458 -0.5307
H -0.2517 1.9952 0.9729
O -2.1660 0.8013 1.2462
H -1.0948 -2.8202 -0.9441
*
```

***

<ii>
# C6H8N2O2

The molecule C6H8N2O2 (the ωB97M-V functional and the def2-TZVPD basis, the Open Molecules 2025 dataset).

The highest occupied orbital energy comes out at -8.71 eV. The HOMO-LUMO gap is 9.22 eV.

```
! RIJCOSX wB97M-V def2-TZVPD def2/J DEFGRID3
* xyz 0 1
H 1.4314 -0.5322 -1.7312
C 2.3430 -0.1794 -1.1368
C -2.6522 0.3327 0.0649
H 4.0176 -0.4285 0.1277
N -0.5227 -0.0190 0.6047
H -4.5754 -0.3377 0.8898
C 0.6536 0.0601 0.5970
C -3.8550 -0.5290 0.0556
O -2.4479 1.4323 -0.3995
H 2.6936 -1.6862 0.5327
H -3.4629 -1.5047 -0.1749
N -1.6638 -0.3563 0.7095
H -4.5441 -0.2163 -0.8432
C 2.9841 -0.7298 0.1582
C 1.9615 0.4564 0.2392
O 2.4451 1.7180 0.5277
H 2.2683 1.9026 1.3772
H 2.9262 0.6170 -1.5985
*
```

***

Which structure is the most stable? The one labeled <ii>.

***

<i>
# C2H4N2S3

A structure of composition C2H4N2S3 (the ωB97M-V functional and the def2-TZVPD basis, the Open Molecules 2025 dataset).

The highest occupied orbital energy (alpha / beta) comes out at -7.49 / -8.09 eV. The HOMO-LUMO gap (alpha / beta) is 6.32 / 7.33 eV.

```
! RIJCOSX wB97M-V def2-TZVPD def2/J DEFGRID3
* xyz 0 1
N -0.4288 1.3939 0.4901
H -1.5827 -1.4980 -0.3119
H -2.2485 2.5856 0.4299
C 1.4591 -0.3350 -0.0998
S 2.9999 -0.9453 -0.1358
H 0.7303 -1.9540 -1.0506
N 0.4754 -1.1578 -0.4870
C -0.6952 -1.1698 0.1771
S -1.2041 2.6216 -0.4115
S 1.1977 1.3553 0.1776
H -0.7029 -0.8964 1.2218
*
```

***

<ii>
# C2H4N2S3

A cluster of 2 separate species, C2H4N2S3 in total (the ωB97M-V functional and the def2-TZVPD basis, the Open Molecules 2025 dataset).

The highest occupied orbital energy comes out at -8.73 eV. The HOMO-LUMO gap is 7.30 eV.

```
! RIJCOSX wB97M-V def2-TZVPD def2/J DEFGRID3
* xyz 0 1
S -2.2784 1.4983 0.1003
S 3.5900 0.4211 -0.0881
H -3.0016 -1.9679 -0.2216
H 4.1944 -0.8523 1.3527
N 2.1020 -0.4254 0.0282
C -1.8551 -0.1659 0.1015
N -2.9361 -1.0152 -0.2411
H -3.8547 -0.5529 -0.2118
C 0.9559 0.0385 -0.2327
H 0.7072 1.0598 -0.6536
S -0.4873 -1.0967 0.1136
*
```

***

Which structure is the most stable? The one labeled <i>.

***

<i>
# C2H4N2S3

A cluster of 2 separate species, C2H4N2S3 in total (the ωB97M-V functional and the def2-TZVPD basis, the Open Molecules 2025 dataset).

The highest occupied orbital energy comes out at -8.83 eV. As for the SMILES: N=C1SS1.C=NS. The HOMO-LUMO gap is 8.26 eV.

```
! RIJCOSX wB97M-V def2-TZVPD def2/J DEFGRID3
* xyz 0 1
N 1.3221 0.2629 -0.0284
S 1.2948 1.8682 0.1499
H 2.1558 -1.6642 0.0554
S -3.9107 -0.4545 0.0118
H 3.2981 -0.1633 0.5411
C -2.2001 -0.4636 -0.0042
S -2.6348 1.2703 0.1829
N -1.2824 -1.1974 -0.2118
H 0.0804 2.0002 -0.6504
C 2.2464 -0.5591 0.1527
H -0.3696 -0.8994 -0.1989
*
```

***

<ii>
# C2H4N2S3

The molecule C2H4N2S3 (the ωB97M-V functional and the def2-TZVPD basis, the Open Molecules 2025 dataset).

The highest occupied orbital energy (alpha / beta) comes out at -8.01 / -7.93 eV. The HOMO-LUMO gap (alpha / beta) is 6.71 / 6.93 eV.

```
! RIJCOSX wB97M-V def2-TZVPD def2/J DEFGRID3
* xyz 0 1
N 1.3445 0.5421 0.8167
C -0.5620 -0.1863 -0.4581
H -0.9042 -2.6312 -0.2330
S 2.1135 0.2895 2.2213
H -0.2978 -0.3308 1.5021
S -1.8139 -1.5254 -0.0628
N 0.2205 -0.0225 0.6086
H -1.2196 -0.1019 -2.4660
S -0.8519 2.0155 -2.2987
C -0.7503 0.4921 -1.6881
H 2.7213 1.4589 2.0580
*
```

***

Which structure is the most stable? The one labeled <i>.